39
Properties=species:S:1:pos:R:3 method="wB97M-V/def2-TZVPD" multiplicity=1 orbital_gap_ev=8.667 charge=+1
H 3.121 10.461 11.863
H 6.334 5.857 11.794
N 5.327 7.427 10.696
C 5.825 7.809 12.798
H 4.322 9.249 10.328
H 6.152 7.848 13.812
H 4.226 9.673 13.956
N 3.816 8.020 20.893
H 3.533 11.801 12.974
C 3.922 6.713 20.638
H 3.718 7.891 17.664
H 5.961 5.027 17.981
H 3.638 9.777 19.717
H 4.584 11.471 11.516
C 5.902 6.864 11.836
H 4.002 5.904 21.313
H 5.877 6.399 8.956
H 4.415 7.410 8.772
C 3.775 8.724 19.721
H 4.308 5.781 9.657
C 3.807 7.804 18.746
H 5.186 3.482 18.409
C 3.955 11.049 12.248
C 5.229 4.507 18.683
H 5.626 4.700 19.658
H 2.857 9.133 22.292
H 3.103 4.748 19.101
C 4.919 6.670 9.427
C 4.836 10.025 13.142
C 3.765 8.535 22.233
N 5.185 8.873 12.282
N 3.908 6.525 19.335
H 3.713 5.524 17.535
H 3.711 7.750 23.008
H 5.758 10.509 13.354
Cl 4.273 7.168 15.394
C 3.923 5.226 18.567
C 4.868 8.636 11.027
H 4.678 9.032 22.366